16 unconnected molecules or ions with the total composition C78H113N7O41 in a non-equilibrium geometry. Source: the Open Molecules 2025 dataset; level of theory: ωB97M-V/def2-TZVPD.

## Properties
Total energy   -177067.9119 eV
Frontier orbital gap   8.61 eV
ΔE to the lowest compared entry with this formula, charge and spin   0.996 eV
Highest occupied orbital energy   -0.345 Ha
Largest force on an atom   5.00 eV/A
Spin multiplicity   1

Last columns: bonded neighbours and bond lengths (Å).
Element x y z (Å)
1 H -7.388 3.717 -3.818  C65 1.141
2 H -1.909 -3.915 -6.349  C214 1.139
3 H -2.956 -2.362 0.598  C101 1.085
4 H -0.947 5.708 -3.884  C126 1.056
5 C 8.674 3.094 0.856  C58 1.398, H179 1.100, C237 1.396
6 O -0.928 -4.606 -3.083  C117 1.418, C143 1.300
7 H -5.630 -2.310 0.873  C148 1.064
8 O -1.660 2.276 -4.716  C127 1.415, C229 1.414
9 C -0.231 1.247 4.370  C83 1.416, C106 1.377, H197 1.090
10 O -6.515 2.450 -2.351  C65 1.477, C131 1.363
11 N 4.523 3.709 0.369  O90 1.235, C130 1.486, O144 1.205
12 O 5.891 -2.962 5.332  C15 1.428, C170 1.305
13 H -1.548 -2.827 -2.407  C117 1.086
14 C -3.828 1.259 7.354  O32 1.385, H50 1.095, H190 1.086, H227 1.131
15 C 7.308 -2.794 5.285  O12 1.428, H157 1.112, H182 1.084, H189 1.100
16 O 0.347 0.967 -0.069  C163 1.430, C164 1.433
17 H -6.817 5.229 0.365  C193 1.104
18 H -5.412 -6.117 -0.569  C67 1.055
19 H -0.314 1.272 -2.082  C163 1.120
20 N -2.346 -4.396 2.423  O98 1.217, C199 1.527, O206 1.211
21 N -4.078 -2.455 -3.533  C122 1.454, O132 1.202, O212 1.223
22 H 4.007 -0.674 2.883  C72 1.128
23 H 2.415 3.593 -2.078  C63 1.077
24 O 7.284 -2.572 2.046  N175 1.213
25 H 2.028 1.377 1.942  C151 1.123
26 C 4.358 1.353 -3.860  O54 1.344, O56 1.177, O71 1.337
27 O 3.167 5.623 4.536  N220 1.222
28 H 8.258 2.436 2.798  C237 1.082
29 H 0.412 2.128 -4.610  C229 1.147
30 H 1.909 -0.104 -0.649  C164 1.019
31 C 6.900 -3.975 -0.296  C84 1.386, C156 1.357, H180 1.076
32 O -3.303 1.571 6.111  C14 1.385, C61 1.447
33 H 2.188 -1.892 6.381  C162 1.109
34 C 0.948 5.892 -4.705  C47 1.367, C126 1.424, H236 1.068
35 O 2.755 3.604 3.852  N220 1.226
36 O 3.641 -5.204 -0.289  C110 1.213
37 O 0.707 0.220 8.344  N224 1.230
38 H -6.106 -0.648 0.697  C148 1.114
39 H 5.887 -5.416 -1.477  C84 1.085
40 H 1.569 -3.785 -3.287  C211 1.073
41 C 8.012 -2.144 -1.400  C156 1.357, C158 1.446, H192 1.099
42 C -7.302 -3.526 -1.976  C44 1.400, C89 1.377, H119 1.056
43 H 3.878 4.633 -3.453  C113 1.122
44 C -7.812 -2.270 -1.630  C42 1.400, H66 1.104, C96 1.338
45 H -3.802 -0.907 0.395  C101 1.058
46 O 5.600 -0.783 5.905  C170 1.230
47 C 2.299 5.696 -4.636  C34 1.367, C113 1.407, N238 1.503
48 C 1.564 -3.778 0.664  H153 1.110, H202 1.109, H226 1.079, O232 1.382
49 C 5.767 5.000 5.049  C62 1.431, C69 1.409, H181 1.062
50 H -4.838 0.838 7.358  C14 1.095
51 H 2.284 1.687 -0.539  C164 1.142
52 C -1.012 -2.088 -5.755  O125 1.425, H196 1.127, C214 1.483, H235 1.141
53 C -2.652 -7.463 -4.033  H70 1.073, O149 1.409, H203 1.053, H233 1.068
54 O 4.719 1.851 -5.054  C26 1.344, C222 1.371
55 H 6.748 -4.424 -3.641  C136 1.086
56 O 3.244 1.151 -3.535  C26 1.177
57 H -5.512 -0.181 -2.843  C68 1.081
58 C 8.148 3.461 -0.386  C5 1.398, C121 1.377, H174 1.086
59 O 2.768 7.218 -6.352  N238 1.217
60 O -1.839 -0.981 -0.245  C101 1.368, C205 1.444
61 C -3.987 2.714 5.546  O32 1.447, C141 1.488, H177 1.072, H186 1.091
62 C 4.730 4.015 5.068  C49 1.431, C79 1.341, N220 1.500
63 C 1.914 4.257 -2.762  H23 1.077, C113 1.372, C178 1.399
64 H 0.524 -0.266 -4.651  C215 1.095
65 C -7.114 3.751 -2.711  H1 1.141, O10 1.477, H104 1.088, H161 1.112
66 H -8.741 -2.204 -1.036  C44 1.104
67 C -5.217 -5.832 0.428  H18 1.055, C107 1.386, C116 1.376
68 C -5.987 -1.139 -2.677  H57 1.081, C96 1.393, C122 1.399
69 C 6.971 4.695 5.713  C49 1.409, H109 1.085, C120 1.377
70 H -3.646 -7.068 -4.123  C53 1.073
71 O 5.338 1.136 -2.976  C26 1.337, C115 1.460
72 C 4.380 0.263 2.378  H22 1.128, O191 1.405, H194 1.074, H200 1.093
73 O -5.705 3.143 0.560  C105 1.208
74 H -7.780 -0.317 -1.735  C96 1.036
75 O -5.714 -1.278 2.622  C148 1.427, C173 1.447
76 H -7.310 -1.830 1.258  C148 1.110
77 H 4.499 1.834 -6.966  C222 1.097
78 H -6.276 6.736 1.311  C193 1.089
79 C 4.887 2.828 5.674  C62 1.341, H155 1.097, C184 1.409
80 H 6.364 1.422 6.470  C184 1.100
81 O 3.333 -4.506 -2.328  C110 1.272, C211 1.489
82 H -1.289 -1.677 -9.782  C137 1.120
83 C -0.735 0.219 3.537  C9 1.416, H103 1.114, C154 1.375
84 C 6.535 -4.547 -1.504  C31 1.386, H39 1.085, C136 1.410
85 H 3.078 1.242 -6.044  C222 1.065
86 H -2.904 -2.348 -6.522  C214 1.114
87 C -6.272 1.033 3.174  H94 1.109, O123 1.428, C173 1.492, H204 1.104
88 O -5.240 5.076 1.694  C105 1.335, C193 1.433
89 C -6.131 -3.590 -2.699  C42 1.377, C122 1.433, H188 1.098
90 O 4.137 3.927 -0.783  N11 1.235
91 H -5.925 1.939 5.485  C141 1.066
92 H 3.109 -3.282 -4.156  C211 1.123
93 H -0.332 1.869 -6.178  C229 1.072
94 H -7.123 1.605 3.597  C87 1.109
95 H -3.236 -5.403 -0.027  C116 1.060
96 C -7.216 -1.137 -2.020  C44 1.338, C68 1.393, H74 1.036
97 H -3.523 -1.998 -1.002  C101 1.128
98 O -1.526 -4.224 1.540  N20 1.217
99 H -2.948 -2.060 -9.469  C137 1.123
100 H 1.897 -0.383 1.690  C151 1.080
101 C -3.084 -1.524 -0.078  H3 1.085, H45 1.058, O60 1.368, H97 1.128
102 H 0.402 1.770 6.401  C106 1.113
103 H -0.970 0.340 2.456  C83 1.114
104 H -8.022 3.822 -2.116  C65 1.088
105 C -4.971 3.872 1.184  O73 1.208, O88 1.335, O146 1.322
106 C -0.056 1.021 5.717  C9 1.377, H102 1.113, C145 1.450
107 C -6.217 -5.797 1.387  C67 1.386, H150 1.050, C239 1.367
108 H 3.542 -0.845 6.881  C162 1.102
109 H 7.787 5.404 5.801  C69 1.085
110 C 3.041 -4.519 -1.090  O36 1.213, O81 1.272, O232 1.425
111 H -1.364 -1.781 3.357  C154 1.099
112 H 6.250 4.118 -1.350  C121 1.096
113 C 2.800 4.913 -3.580  H43 1.122, C47 1.407, C63 1.372
114 H 0.145 -3.099 -2.207  C117 1.116
115 C 4.998 0.343 -1.799  O71 1.460, H134 1.135, H147 1.017, H213 1.085
116 C -3.933 -5.470 0.769  C67 1.376, H95 1.060, C199 1.392
117 C -0.849 -3.596 -2.092  O6 1.418, H13 1.086, H114 1.116, H165 1.044
118 H -2.308 0.936 -0.572  C205 1.039
119 H -7.830 -4.390 -1.673  C42 1.056
120 C 7.180 3.383 6.074  C69 1.377, C184 1.380, H217 1.131
121 C 6.790 3.644 -0.524  C58 1.377, H112 1.096, C130 1.389
122 C -5.394 -2.382 -2.918  N21 1.454, C68 1.399, C89 1.433
123 O -5.063 1.472 3.792  C87 1.428, C141 1.434
124 H -6.794 -5.469 3.422  C239 1.091
125 O -1.142 -0.677 -5.913  C52 1.425, C215 1.494
126 C 0.023 5.300 -3.800  H4 1.056, C34 1.424, C178 1.381
127 C -2.708 2.152 -5.658  O8 1.415, H140 1.099, H176 1.072, H195 1.075
128 H 8.093 -2.298 -3.585  C158 1.057
129 H 2.582 -2.632 -2.632  C211 1.051
130 C 5.960 3.381 0.558  N11 1.486, C121 1.389, C230 1.381
131 C -5.194 2.390 -2.024  O10 1.363, O166 1.205, O172 1.351
132 O -3.507 -1.398 -3.577  N21 1.202
133 O 0.154 -1.833 7.924  N224 1.222
134 H 4.722 -0.739 -2.003  C115 1.135
135 H -0.944 -2.301 5.707  C219 1.114
136 C 6.945 -3.921 -2.700  H55 1.086, C84 1.410, C158 1.431
137 C -1.999 -1.805 -8.926  H82 1.120, H99 1.123, O169 1.440, H201 1.096
138 C -4.664 -5.071 3.031  C199 1.378, H207 1.089, C239 1.425
139 C -3.214 3.796 -1.967  O172 1.426, H218 1.091, H221 1.124, H223 1.058
140 H -3.354 2.992 -5.363  C127 1.099
141 C -5.261 2.447 4.824  C61 1.488, H91 1.066, O123 1.434, H183 1.130
142 H 2.784 -0.532 5.202  C162 1.119
143 C -1.747 -5.601 -2.923  O6 1.300, O149 1.340, O225 1.228
144 O 3.819 3.790 1.344  N11 1.205
145 C -0.229 -0.316 6.250  C106 1.450, C219 1.356, N224 1.482
146 O -3.721 3.576 1.498  C105 1.322, C168 1.437
147 H 4.310 0.833 -1.232  C115 1.017
148 C -6.235 -1.560 1.324  H7 1.064, H38 1.114, O75 1.427, H76 1.110
149 O -1.616 -6.518 -3.891  C53 1.409, C143 1.340
150 H -7.202 -5.924 1.046  C107 1.050
151 C 2.288 0.526 1.257  H25 1.123, H100 1.080, C164 1.496, O191 1.446
152 H -7.243 5.317 2.006  C193 1.075
153 H 2.275 -3.312 1.378  C48 1.110
154 C -1.002 -1.023 4.065  C83 1.375, H111 1.099, C219 1.389
155 H 4.077 2.091 5.729  C79 1.097
156 C 7.485 -2.750 -0.307  C31 1.357, C41 1.357, N175 1.482
157 H 7.768 -2.358 6.199  C15 1.112
158 C 7.684 -2.695 -2.695  C41 1.446, H128 1.057, C136 1.431
159 H -3.465 1.750 2.384  C168 1.113
160 H -2.320 -0.037 -2.090  C205 1.170
161 H -6.405 4.581 -2.499  C65 1.112
162 C 3.027 -1.273 6.005  H33 1.109, H108 1.102, H142 1.119, O228 1.397
163 C -0.321 0.520 -1.252  O16 1.430, H19 1.120, H185 1.124, C205 1.506
164 C 1.763 0.758 -0.125  O16 1.433, H30 1.019, H51 1.142, C151 1.496
165 H -0.997 -4.027 -1.154  C117 1.044
166 O -4.622 1.438 -1.556  C131 1.205
167 O 7.891 -0.864 0.966  N175 1.223
168 C -3.273 2.214 1.392  O146 1.437, H159 1.113, H208 1.077, H209 1.088
169 O -1.489 -2.866 -8.096  C137 1.440, C214 1.480
170 C 5.183 -1.893 5.579  O12 1.305, O46 1.230, O228 1.311
171 H -0.012 4.025 -1.989  C178 1.087
172 O -4.577 3.558 -2.310  C131 1.351, C139 1.426
173 C -6.550 -0.411 3.425  O75 1.447, C87 1.492, H198 1.073, H210 1.082
174 H 8.797 3.671 -1.231  C58 1.086
175 N 7.581 -2.046 0.993  O24 1.213, C156 1.482, O167 1.223
176 H -2.275 2.385 -6.611  C127 1.072
177 H -3.273 2.999 4.800  C61 1.072
178 C 0.534 4.485 -2.809  C63 1.399, C126 1.381, H171 1.087
179 H 9.749 2.886 0.960  C5 1.100
180 H 6.769 -4.420 0.675  C31 1.076
181 H 5.550 5.970 4.675  C49 1.062
182 H 7.732 -3.778 5.124  C15 1.084
183 H -5.796 3.367 4.445  C141 1.130
184 C 6.171 2.442 6.105  C79 1.409, H80 1.100, C120 1.380
185 H 0.237 -0.311 -1.763  C163 1.124
186 H -4.063 3.486 6.313  C61 1.091
187 H 3.528 3.024 -6.040  C222 1.092
188 H -5.753 -4.587 -2.959  C89 1.098
189 H 7.616 -2.114 4.476  C15 1.100
190 H -3.965 2.136 7.980  C14 1.086
191 O 3.725 0.409 1.144  C72 1.405, C151 1.446
192 H 8.601 -1.217 -1.354  C41 1.099
193 C -6.491 5.669 1.324  H17 1.104, H78 1.089, O88 1.433, H152 1.075
194 H 4.191 1.102 3.022  C72 1.074
195 H -3.254 1.226 -5.667  C127 1.075
196 H -1.161 -2.399 -4.682  C52 1.127
197 H -0.123 2.271 4.012  C9 1.090
198 H -7.603 -0.474 3.232  C173 1.073
199 C -3.669 -5.075 2.077  N20 1.527, C116 1.392, C138 1.378
200 H 5.437 0.211 2.105  C72 1.093
201 H -2.205 -0.860 -8.409  C137 1.096
202 H 1.539 -4.802 1.089  C48 1.109
203 H -2.538 -8.025 -4.916  C53 1.053
204 H -6.196 1.156 2.079  C87 1.104
205 C -1.782 0.196 -1.078  O60 1.444, H118 1.039, H160 1.170, C163 1.506
206 O -2.247 -4.111 3.596  N20 1.211
207 H -4.451 -4.705 4.033  C138 1.089
208 H -3.563 1.612 0.548  C168 1.077
209 H -2.189 2.257 1.298  C168 1.088
210 H -6.238 -0.684 4.425  C173 1.082
211 C 2.606 -3.527 -3.182  H40 1.073, O81 1.489, H92 1.123, H129 1.051
212 O -3.634 -3.496 -3.998  N21 1.223
213 H 5.937 0.351 -1.257  C115 1.085
214 C -1.910 -2.824 -6.678  H2 1.139, C52 1.483, H86 1.114, O169 1.480
215 C -0.477 0.133 -4.848  H64 1.095, O125 1.494, H216 1.132, C229 1.528
216 H -0.985 -0.040 -3.851  C215 1.132
217 H 8.194 3.042 6.442  C120 1.131
218 H -3.010 3.024 -1.225  C139 1.091
219 C -0.764 -1.241 5.416  H135 1.114, C145 1.356, C154 1.389
220 N 3.416 4.428 4.474  O27 1.222, O35 1.226, C62 1.500
221 H -2.481 3.575 -2.790  C139 1.124
222 C 3.842 1.980 -6.100  O54 1.371, H77 1.097, H85 1.065, H187 1.092
223 H -3.242 4.741 -1.490  C139 1.058
224 N 0.228 -0.651 7.620  O37 1.230, O133 1.222, C145 1.482
225 O -2.433 -5.782 -1.921  C143 1.228
226 H 0.599 -3.298 0.714  C48 1.079
227 H -3.107 0.468 7.718  C14 1.131
228 O 3.915 -2.189 5.434  C162 1.397, C170 1.311
229 C -0.475 1.632 -5.142  O8 1.414, H29 1.147, H93 1.072, C215 1.528
230 C 6.404 2.880 1.766  C130 1.381, H231 1.066, C237 1.391
231 H 5.737 2.566 2.535  C230 1.066
232 O 1.969 -3.687 -0.654  C48 1.382, C110 1.425
233 H -2.604 -8.159 -3.224  C53 1.068
234 O 4.408 6.467 -5.136  N238 1.218
235 H 0.047 -2.319 -6.111  C52 1.141
236 H 0.612 6.551 -5.475  C34 1.068
237 C 7.785 2.756 1.879  C5 1.396, H28 1.082, C230 1.391
238 N 3.239 6.514 -5.477  C47 1.503, O59 1.217, O234 1.218
239 C -5.974 -5.528 2.705  C107 1.367, H124 1.091, C138 1.425

These are the Mulliken partial charges, in e, on atoms 1 to 99:
1. H 0.2399
2. H 0.0836
3. H -0.5781
4. H 0.5983
5. C -0.8006
6. O -0.3594
7. H -0.0982
8. O 0.2457
9. C -0.9957
10. O -0.2498
11. N 0.9599
12. O -0.3782
13. H -0.5960
14. C -0.8628
15. C -0.5537
16. O -0.2817
17. H 0.2120
18. H 0.6158
19. H -0.1546
20. N 0.9660
21. N 1.0224
22. H 0.1067
23. H 0.2378
24. O -0.5761
25. H -0.0480
26. C 0.5116
27. O -0.6011
28. H 0.5103
29. H -0.4320
30. H 0.1150
31. C -0.2910
32. O 0.1199
33. H 0.0428
34. C -0.5231
35. O -0.3923
36. O -0.6228
37. O -0.6485
38. H 0.0742
39. H 0.4770
40. H 0.0587
41. C -0.3970
42. C -0.5712
43. H 0.4197
44. C -0.5193
45. H -0.2659
46. O -0.6076
47. C -0.5446
48. C -0.4694
49. C -0.4457
50. H 0.2539
51. H -1.4308
52. C 0.5728
53. C -0.7326
54. O -0.4141
55. H 0.4348
56. O -0.1573
57. H 0.2174
58. C -0.5882
59. O -0.6231
60. O 0.6767
61. C -1.1263
62. C 0.4596
63. C 0.3685
64. H 0.2716
65. C -0.7564
66. H 0.4279
67. C -1.0522
68. C 0.3876
69. C -0.7194
70. H 0.2505
71. O -0.4867
72. C -0.3149
73. O -0.6599
74. H 0.5264
75. O 0.0377
76. H 0.5092
77. H 0.2465
78. H 0.2929
79. C -0.4410
80. H 0.4411
81. O -0.3347
82. H 0.2537
83. C 0.9915
84. C -0.5428
85. H 0.2546
86. H 0.3908
87. C 0.3425
88. O -0.4110
89. C -0.8572
90. O -0.6102
91. H 0.5551
92. H 0.3232
93. H 0.8532
94. H 0.5165
95. H 0.8662
96. C -0.9047
97. H -0.5963
98. O -0.4110
99. H 0.2553